# 1
ORCA calculation (wB97M-V/def2-TZVPD) on a molecular structure, C32H32N3O7SSbY.

Summary:
relative energy (zero: lowest compared OMol25 entry of this formula, charge and spin)	15.3	kcal/mol
total charge	+1
frontier orbital gap	8.01	eV
LUMO	-2.48	eV

Last column: Mulliken charge in e.
Geometry (Å):
Y1 1.59 1.17 -0.85  0.29
O1 0.49 -2.56 -5.60  -0.50
C1 0.71 -1.85 -4.66  0.26
C2 1.60 -2.16 -3.44  0.21
O2 2.05 -3.22 -3.11  -0.60
C3 1.71 -0.87 -2.72  0.69
C4 0.93 0.10 -3.29  0.93
O3 0.82 1.33 -2.76  -0.86
C5 0.18 -0.41 -4.44  0.39
O4 -0.71 0.14 -5.05  -0.65
O5 2.37 -0.65 -1.59  -0.86
C6 -3.72 1.45 3.04  -0.65
C7 -4.07 1.18 1.72  -0.51
C8 -3.18 0.52 0.89  -1.06
C9 -1.93 0.12 1.36  0.87
C10 -1.59 0.39 2.68  -0.36
C11 -2.48 1.05 3.52  -0.66
Sb1 -0.55 -0.71 0.00  1.67
C12 0.32 -2.20 1.21  0.37
C13 -0.41 -2.83 2.22  -0.39
C14 0.18 -3.78 3.05  -0.86
C15 1.51 -4.13 2.86  -0.43
C16 2.25 -3.54 1.84  -0.97
C17 1.65 -2.57 1.02  -0.58
C18 -1.80 -1.76 -1.28  0.82
C19 -2.29 -1.07 -2.39  -0.56
C20 -3.07 -1.72 -3.33  -0.62
C21 -3.36 -3.07 -3.18  -0.79
C22 -2.86 -3.77 -2.08  -0.72
C23 -2.07 -3.12 -1.14  -0.73
H1 -4.42 1.96 3.69  0.39
H2 -5.04 1.47 1.34  0.44
H3 -3.48 0.28 -0.13  0.58
H4 -0.62 0.09 3.08  0.36
H5 -2.22 1.25 4.55  0.42
H6 -1.45 -2.57 2.38  0.52
H7 -0.40 -4.26 3.82  0.44
H8 1.97 -4.89 3.48  0.45
H9 3.26 -3.85 1.64  0.52
H10 2.22 -2.16 0.19  0.49
H11 -2.04 -0.03 -2.55  0.46
H12 -3.43 -1.18 -4.20  0.44
H13 -3.96 -3.59 -3.92  0.41
H14 -3.06 -4.83 -1.98  0.43
H15 -1.67 -3.69 -0.31  0.43
O6 1.92 0.72 1.49  -0.72
C24 3.14 0.99 1.29  1.05
O7 3.55 1.65 0.30  -0.80
C25 4.13 0.42 2.29  0.22
N1 3.35 -0.50 3.23  0.26
C26 3.49 0.06 4.63  -0.59
C27 3.81 1.52 4.40  -0.48
C28 4.75 1.48 3.19  -0.94
H16 4.86 -0.18 1.74  0.44
H17 3.62 -1.48 3.14  0.40
H18 2.37 -0.45 2.90  -0.36
H19 4.31 -0.47 5.10  0.38
H20 2.57 -0.16 5.17  0.38
H21 4.27 1.96 5.28  0.44
H22 2.90 2.08 4.19  0.22
H23 5.75 1.18 3.50  0.38
H24 4.83 2.43 2.66  0.43
S1 0.21 3.29 0.05  -0.45
C29 -0.77 3.51 -1.37  0.33
N2 -0.33 4.20 -2.41  -0.07
C30 -1.02 4.31 -3.71  -0.79
C31 -2.05 3.20 -3.83  -0.03
C32 -2.89 3.15 -2.57  -0.75
N3 -1.99 2.98 -1.42  -0.06
H25 0.60 4.57 -2.31  0.27
H26 -0.26 4.23 -4.48  0.43
H27 -1.48 5.30 -3.78  0.35
H28 -1.54 2.25 -3.98  -0.18
H29 -2.68 3.39 -4.69  0.46
H30 -3.56 2.30 -2.58  0.37
H31 -3.48 4.05 -2.44  0.42
H32 -2.30 2.54 -0.57  0.09

=====

# 2
ORCA calculation (wB97M-V/def2-TZVPD) on a molecular structure, C36H42AsBF4N8O2S7W.

Summary:
spin multiplicity	3
relative energy (zero: lowest compared OMol25 entry of this formula, charge and spin)	89.8	kcal/mol
total charge	-2
frontier orbital gap (spin up / spin down)	5.44 / 4.86	eV
LUMO (spin up / spin down)	3.89 / 3.32	eV

Last column: Löwdin spin population.
Geometry (Å):
W1 -1.18 -0.14 -0.73  0.88
C1 2.75 4.95 2.10  0.00
C2 1.68 4.17 1.39  0.00
C3 0.36 4.20 1.83  0.00
C4 -0.61 3.44 1.22  0.00
C5 -0.30 2.60 0.16  0.00
N1 -1.33 1.90 -0.52  0.02
C6 -2.26 2.75 -1.10  0.01
C7 -1.88 4.03 -1.55  0.01
C8 -2.76 4.88 -2.19  0.00
C9 -4.07 4.49 -2.43  0.00
C10 -5.05 5.38 -3.15  0.00
C11 -4.46 3.23 -2.00  0.00
C12 -3.59 2.37 -1.34  0.01
N2 -4.13 1.15 -0.88  0.00
C13 -5.41 0.93 -0.55  0.01
C14 -5.52 -0.38 -0.16  0.00
C15 -4.25 -0.91 -0.28  0.01
N3 -3.39 0.02 -0.71  -0.01
C16 1.02 2.57 -0.30  0.01
C17 1.99 3.36 0.31  0.00
N4 1.39 1.75 -1.38  0.00
C18 2.40 1.96 -2.24  0.00
C19 2.39 0.93 -3.15  0.00
C20 1.33 0.11 -2.78  0.00
N5 0.72 0.60 -1.69  0.01
H1 2.39 5.94 2.38  0.00
H2 3.64 5.06 1.47  0.00
H3 3.04 4.42 3.01  0.00
H4 0.09 4.83 2.68  0.00
H5 -1.64 3.47 1.55  0.00
H6 -0.86 4.34 -1.39  0.00
H7 -2.40 5.84 -2.52  0.00
H8 -4.63 6.38 -3.31  0.00
H9 -5.97 5.47 -2.57  0.00
H10 -5.30 4.95 -4.12  0.00
H11 -5.47 2.91 -2.21  0.00
H12 -6.13 1.72 -0.52  0.00
H13 -6.42 -0.90 0.15  0.00
H14 -3.90 -1.91 -0.07  0.00
H15 3.01 3.29 -0.04  0.00
H16 3.00 2.84 -2.19  0.00
H17 3.05 0.77 -3.99  0.00
H18 0.98 -0.78 -3.27  0.00
S1 -0.48 -2.71 -4.07  0.04
As1 -1.72 -1.72 -2.60  0.09
S2 -1.78 0.52 -3.10  0.15
S3 -1.41 -2.30 0.13  0.64
S4 -3.61 -2.55 -3.15  -0.03
C21 5.61 -2.22 -3.40  0.00
C22 4.78 -3.05 -4.38  0.00
C23 4.20 -4.34 -3.78  0.00
C24 3.07 -4.12 -2.78  0.00
N6 3.60 -3.64 -1.51  0.00
C25 2.95 -2.82 -0.66  0.00
S5 1.40 -2.28 -0.93  0.01
N7 3.62 -2.45 0.47  0.00
C26 4.57 -3.26 1.18  0.00
C27 3.92 -4.48 1.85  0.00
C28 4.93 -5.32 2.62  0.00
C29 4.29 -6.57 3.22  0.00
H19 6.09 -1.39 -3.93  0.00
H20 6.41 -2.82 -2.95  0.00
H21 4.99 -1.81 -2.61  0.00
H22 5.42 -3.32 -5.23  0.00
H23 3.95 -2.44 -4.76  0.00
H24 5.00 -4.92 -3.31  0.00
H25 3.80 -4.94 -4.60  0.00
H26 2.54 -5.07 -2.62  0.00
H27 2.34 -3.40 -3.15  0.00
H28 4.47 -4.06 -1.21  0.00
H29 3.04 -1.89 1.08  0.00
H30 5.02 -2.62 1.95  0.00
H31 5.38 -3.59 0.51  0.00
H32 3.43 -5.08 1.08  0.00
H33 3.14 -4.12 2.52  0.00
H34 5.36 -4.71 3.42  0.00
H35 5.74 -5.61 1.95  0.00
H36 3.47 -6.30 3.89  0.00
H37 5.02 -7.15 3.79  0.00
H38 3.90 -7.21 2.43  0.00
F1 1.95 -0.91 2.52  0.00
B1 1.74 0.28 1.83  0.00
F2 2.86 0.60 1.07  0.00
F3 1.38 1.30 2.67  0.00
F4 0.63 0.04 0.86  0.02
O1 -5.93 3.17 1.69  0.00
S6 -4.83 2.95 2.59  0.00
O2 -4.43 4.13 3.33  0.00
N8 -3.55 2.26 1.84  0.02
C30 -3.29 1.08 2.37  0.02
S7 -2.00 0.07 1.88  0.02
C31 -4.19 0.64 3.43  0.00
C32 -4.19 -0.55 4.15  0.00
C33 -5.16 -0.75 5.11  0.00
C34 -6.12 0.22 5.38  0.00
C35 -6.13 1.41 4.67  0.00
C36 -5.17 1.60 3.71  0.00
H39 -3.44 -1.30 3.93  0.00
H40 -5.17 -1.68 5.67  0.00
H41 -6.87 0.04 6.15  0.00
H42 -6.88 2.17 4.86  0.00

=====

# 3
ORCA calculation (wB97M-V/def2-TZVPD) on a molecular structure, C30H24AuN5O3S2.

Summary:
frontier orbital gap	6.97	eV
LUMO	-0.84	eV

Last column: Mulliken charge in e.
Geometry (Å):
Au1 0.13 0.03 -2.17  0.70
C1 -0.53 -0.79 5.37  -1.08
O1 0.11 -0.99 4.12  -0.37
C2 -0.08 -2.20 3.51  0.76
C3 -0.87 -3.23 4.00  -0.54
C4 -1.00 -4.40 3.27  -0.76
C5 -0.36 -4.55 2.06  -0.76
C6 0.44 -3.52 1.57  -0.46
C7 0.57 -2.34 2.28  0.50
N1 1.38 -1.28 1.82  -0.20
C8 1.34 -0.94 0.45  0.65
N2 2.56 -0.82 -0.06  -0.20
C9 3.00 -0.49 -1.36  0.23
C10 2.16 -0.18 -2.42  -0.73
C11 2.74 -0.03 -3.68  -0.32
C12 4.10 -0.16 -3.87  -0.92
C13 4.94 -0.44 -2.80  -0.30
C14 4.38 -0.61 -1.55  0.69
O2 5.14 -0.97 -0.45  -0.51
C15 6.13 -0.01 -0.07  -0.80
N3 0.22 -0.77 -0.20  -0.65
C16 -0.97 -0.68 0.57  -0.02
C17 -2.00 -1.59 0.38  0.11
C18 -3.18 -1.48 1.08  -1.10
C19 -3.35 -0.43 1.98  -0.90
C20 -2.33 0.49 2.17  -0.54
C21 -1.14 0.37 1.48  0.85
O3 -0.09 1.23 1.59  -0.28
C22 -0.23 2.32 2.49  -0.99
H1 -0.23 0.20 5.71  0.26
H2 -0.21 -1.53 6.10  0.43
H3 -1.62 -0.82 5.25  0.40
H4 -1.38 -3.12 4.94  0.43
H5 -1.63 -5.20 3.66  0.39
H6 -0.46 -5.46 1.49  0.41
H7 0.95 -3.63 0.62  0.47
H8 1.35 -0.46 2.41  0.37
H9 3.30 -1.11 0.56  0.40
H10 2.11 0.21 -4.53  0.54
H11 4.52 -0.04 -4.86  0.39
H12 6.00 -0.56 -2.94  0.46
H13 6.76 -0.50 0.68  0.27
H14 5.66 0.88 0.36  0.28
H15 6.74 0.29 -0.92  0.35
H16 -1.85 -2.39 -0.34  0.58
H17 -3.98 -2.20 0.93  0.50
H18 -4.28 -0.32 2.52  0.44
H19 -2.49 1.31 2.86  0.52
H20 0.72 2.85 2.48  0.26
H21 -0.43 1.96 3.51  0.30
H22 -1.03 2.99 2.17  0.36
S1 -2.21 0.14 -2.30  -0.43
C23 -2.45 1.69 -3.07  0.53
C24 -3.75 2.19 -3.18  -0.92
C25 -4.00 3.39 -3.83  0.43
C26 -5.34 3.88 -3.89  -0.16
N4 -6.43 4.26 -3.94  -0.50
C27 -2.94 4.11 -4.40  0.37
C28 -1.65 3.61 -4.31  -1.06
C29 -1.39 2.42 -3.64  1.08
S2 0.27 1.89 -3.51  -0.56
C30 -3.16 5.35 -5.07  -0.15
N5 -3.33 6.36 -5.60  -0.51
H23 -4.57 1.64 -2.75  0.52
H24 -0.83 4.16 -4.75  0.48